ORCA calculation (ωB97M-V with the def2-TZVPD basis set) on a cluster of 14 separate species, C37H107N7O22 in total in a non-equilibrium geometry.

Output
Molecular weight, g/mol: 1002.29
Total charge: 0
LUMO energy, eV: 0.2
E_tot, hartree: -3512.2823
2S+1: 1

Structure (XYZ):
```
173
Properties=species:S:1:pos:R:3:mulliken_charge:R:1
C -24.571 -4.306 -3.817 -1.05
C -25.223 -4.910 -5.083 0.80
O -26.611 -4.623 -5.202 -0.66
O -23.336 -4.971 -3.513 -0.11
H -25.181 -4.368 -2.914 0.38
H -24.402 -3.225 -3.941 0.36
H -25.149 -6.001 -5.033 -0.33
H -24.650 -4.496 -5.922 0.13
H -27.058 -5.038 -4.452 0.41
H -22.724 -4.847 -4.240 -0.05
C -22.084 -14.085 -5.757 -0.33
C -22.272 -13.721 -4.296 -0.06
O -21.102 -13.088 -3.803 0.20
O -20.976 -14.961 -5.850 -0.53
H -21.862 -13.181 -6.351 -0.26
H -23.008 -14.503 -6.158 0.62
H -22.488 -14.636 -3.727 0.33
H -23.078 -13.031 -4.152 -0.38
H -20.371 -13.723 -3.777 0.07
H -21.348 -15.866 -5.807 0.34
C -19.167 -7.554 -7.739 0.41
C -20.399 -8.169 -8.427 -0.07
O -20.675 -9.494 -7.997 -0.37
O -18.154 -8.508 -7.890 -0.52
H -19.285 -7.363 -6.669 -0.10
H -18.877 -6.646 -8.306 0.13
H -20.197 -8.166 -9.509 0.39
H -21.267 -7.532 -8.257 -0.26
H -21.255 -9.353 -7.223 0.07
H -17.471 -8.336 -7.232 0.33
C -17.829 -12.731 -2.740 -0.33
C -17.891 -11.873 -3.995 0.96
O -17.409 -12.563 -5.097 -0.72
O -18.374 -13.986 -3.004 -0.49
H -18.397 -12.253 -1.940 -0.11
H -16.807 -12.816 -2.366 0.36
H -17.327 -10.946 -3.850 0.34
H -18.946 -11.677 -4.201 -0.75
H -17.953 -12.275 -5.867 0.58
H -18.023 -14.194 -3.875 0.33
C -26.023 -14.017 -5.236 -0.89
C -25.998 -12.719 -4.463 1.19
O -27.018 -11.832 -4.879 -0.66
O -25.842 -13.928 -6.640 -0.53
H -26.971 -14.524 -5.050 0.43
H -25.243 -14.683 -4.881 0.28
H -24.977 -12.345 -4.576 -0.50
H -26.110 -12.974 -3.405 0.03
H -26.774 -10.933 -4.600 0.18
H -26.585 -13.465 -7.046 0.33
C -21.469 -6.413 -0.472 0.19
C -20.411 -5.419 0.093 -0.55
O -20.161 -4.351 -0.739 -0.49
O -22.679 -5.773 -0.758 -0.54
H -21.646 -7.201 0.269 0.31
H -21.142 -6.861 -1.432 -0.21
H -19.550 -6.044 0.368 0.27
H -20.868 -5.047 1.016 0.36
H -20.022 -4.709 -1.618 0.29
H -22.551 -5.247 -1.532 0.37
C -25.274 -11.607 -0.320 -0.62
C -24.068 -10.791 -0.832 0.50
O -23.115 -11.597 -1.384 0.34
O -24.958 -12.669 0.525 -0.65
H -25.728 -12.013 -1.226 0.06
H -25.951 -10.956 0.188 0.48
H -23.661 -10.214 0.024 0.24
H -24.527 -10.136 -1.591 -0.51
H -22.339 -11.162 -1.767 -0.38
H -24.167 -13.127 0.251 0.31
C -18.720 -12.200 -9.544 -0.59
C -19.482 -12.247 -8.205 -0.15
O -18.697 -11.603 -7.209 -0.34
O -18.854 -10.872 -10.060 -0.65
H -19.209 -12.839 -10.284 0.36
H -17.659 -12.456 -9.419 0.26
H -19.575 -13.292 -7.901 0.36
H -20.454 -11.740 -8.354 0.16
H -19.075 -10.710 -7.064 0.21
H -18.878 -10.209 -9.372 0.31
C -28.369 -10.338 -2.117 -0.93
C -28.486 -8.840 -2.268 0.70
C -27.736 -8.439 -3.554 -0.68
O -26.335 -8.827 -3.513 1.01
C -25.578 -7.964 -2.751 -0.36
N -29.869 -8.423 -2.329 -0.71
H -27.374 -10.741 -2.219 -0.13
H -28.966 -10.853 -2.877 0.31
H -28.806 -10.659 -1.174 0.40
H -28.126 -8.327 -1.368 0.20
H -27.796 -7.312 -3.670 -0.18
H -28.305 -8.798 -4.428 0.29
H -24.561 -8.363 -2.861 -0.71
H -25.838 -7.994 -1.689 0.53
H -25.537 -6.893 -3.015 0.09
H -29.973 -7.424 -2.348 0.26
H -30.412 -8.786 -3.116 0.27
C -20.307 -15.519 3.135 -1.45
C -20.744 -14.101 2.796 0.39
C -21.626 -14.063 1.584 0.03
O -20.930 -14.675 0.506 -0.33
C -21.476 -14.766 -0.785 -0.24
N -21.313 -13.499 4.021 -0.67
H -21.216 -16.039 3.439 0.36
H -19.743 -15.394 4.044 0.44
H -19.778 -16.134 2.404 0.30
H -19.919 -13.484 2.456 0.23
H -21.832 -13.002 1.334 -0.13
H -22.615 -14.529 1.760 0.23
H -22.169 -15.623 -0.873 0.31
H -20.655 -14.799 -1.525 0.22
H -21.976 -13.819 -1.151 -0.18
H -21.670 -12.575 3.846 0.24
H -22.012 -14.065 4.470 0.25
C -20.180 -4.754 -5.530 -0.43
C -20.064 -3.834 -6.744 0.61
C -21.330 -3.755 -7.536 -0.87
O -21.606 -5.042 -8.067 -0.04
C -22.732 -5.002 -9.027 -0.71
N -19.690 -2.455 -6.310 -0.77
H -19.197 -4.940 -5.085 0.40
H -20.680 -5.685 -5.762 -0.53
H -20.781 -4.186 -4.807 0.29
H -19.360 -4.222 -7.518 0.12
H -21.088 -3.055 -8.326 0.35
H -22.212 -3.448 -6.947 0.21
H -22.445 -4.252 -9.765 0.50
H -23.716 -4.789 -8.584 0.23
H -22.769 -5.970 -9.515 0.03
H -20.386 -2.104 -5.624 0.28
H -18.812 -2.453 -5.781 0.30
C -26.630 -8.027 -7.226 -1.13
C -26.018 -7.070 -8.226 2.42
C -25.921 -7.653 -9.660 -1.21
O -25.066 -6.747 -10.363 -0.20
C -24.556 -7.223 -11.603 -0.87
N -26.917 -5.894 -8.383 -0.79
H -26.014 -8.943 -7.106 0.28
H -27.685 -8.251 -7.395 0.47
H -26.505 -7.473 -6.291 -0.15
H -24.963 -6.887 -8.027 -0.92
H -26.891 -7.768 -10.148 0.38
H -25.449 -8.649 -9.694 0.39
H -25.271 -7.028 -12.435 0.28
H -24.346 -8.322 -11.628 0.35
H -23.645 -6.674 -11.884 0.27
H -26.668 -5.284 -9.154 0.31
H -26.905 -5.387 -7.505 0.22
C -20.152 -8.301 -3.945 -0.81
C -21.292 -9.223 -3.502 0.94
C -21.940 -9.830 -4.724 0.75
O -22.338 -8.890 -5.673 -0.64
C -23.357 -7.927 -5.402 0.36
N -20.880 -10.285 -2.613 1.59
H -20.393 -7.397 -4.499 -0.57
H -19.542 -8.974 -4.572 0.21
H -19.473 -8.115 -3.107 0.60
H -22.005 -8.620 -2.898 -0.41
H -22.845 -10.412 -4.445 -0.33
H -21.245 -10.532 -5.227 0.03
H -24.320 -8.420 -5.204 -0.07
H -23.487 -7.256 -6.252 -0.40
H -23.097 -7.321 -4.541 0.29
H -20.683 -11.075 -3.224 -0.94
H -20.018 -9.996 -2.149 -0.47
C -18.915 -9.779 0.251 0.39
O -18.584 -9.715 -0.998 -0.63
N -18.272 -8.970 1.260 -0.48
N -20.104 -10.439 0.567 0.07
H -18.476 -9.287 2.198 0.20
H -17.352 -8.610 1.219 0.25
H -20.447 -10.301 1.492 0.27
H -20.822 -10.769 -0.044 -0.24
```